Density functional theory data (ωB97M-V/def2-TZVPD) for a structure of composition C19H36F3N5NbO9S at a distorted geometry.

CARTESIAN COORDINATES (ANGSTROEM)
C  1.408  1.484  7.169
C  0.197  2.525  6.919
C  -0.775  2.014  5.739
O  -1.828  2.631  5.524
O  -0.354  0.854  5.074
C  -0.072  1.157  3.639
C  0.026  -0.217  2.899
Nb  0.485  -0.199  0.666
C  1.110  -0.525  -1.490
C  0.059  -1.214  -2.475
C  -0.171  -2.778  -2.306
C  1.134  -3.662  -2.141
O  1.037  -4.842  -2.994
C  1.945  -5.852  -2.517
C  0.979  2.047  0.617
C  2.299  2.373  -0.273
O  3.208  3.192  0.528
C  1.944  3.294  -1.547
F  3.040  3.213  -2.452
F  1.747  4.635  -1.224
F  0.811  2.876  -2.255
C  -1.652  0.095  0.027
C  -2.644  0.936  0.941
N  -3.945  1.026  0.126
N  -2.267  2.373  1.117
N  -3.076  0.286  2.206
N  0.314  -2.386  0.825
C  1.378  -2.874  1.411
S  2.821  -3.710  1.574
O  2.523  -0.484  1.204
N  2.905  0.379  2.181
O  4.052  0.678  1.988
H  1.047  0.430  7.368
H  1.997  1.860  8.067
H  2.116  1.439  6.279
H  -0.400  2.568  7.880
H  0.628  3.529  6.629
H  -0.886  1.867  3.314
H  0.940  1.699  3.658
H  -0.882  -0.908  3.035
H  0.879  -0.801  3.410
H  1.453  0.426  -2.041
H  2.050  -1.193  -1.495
H  -0.960  -0.728  -2.532
H  0.498  -1.082  -3.531
H  -0.918  -2.936  -1.449
H  -0.733  -3.142  -3.241
H  2.092  -3.122  -2.415
H  1.133  -4.060  -1.063
H  1.789  -6.809  -3.110
H  3.044  -5.556  -2.627
H  1.753  -6.129  -1.420
H  0.152  2.641  0.118
H  1.231  2.495  1.624
H  2.849  1.442  -0.606
H  3.995  3.271  -0.057
H  -1.615  0.657  -0.978
H  -2.156  -0.906  -0.204
H  -3.682  1.444  -0.786
H  -4.292  0.063  -0.038
H  -2.699  2.767  1.956
H  -2.472  2.911  0.273
H  -3.940  0.782  2.468
H  -3.339  -0.674  1.917
C  -2.218  0.016  -6.966
C  -1.268  -1.005  -6.416
O  -1.223  -0.689  -5.031
C  -2.378  -0.031  -4.733
O  -2.741  0.233  -3.626
O  -3.069  0.288  -5.862
H  -2.791  -0.360  -7.814
H  -1.714  0.941  -7.260
H  -1.638  -2.028  -6.532
H  -0.275  -0.935  -6.862

Output
Max |F| in eV Å⁻¹: 7.8
2S+1: 1
Total charge: -1
HOMO in eV: -5.01
Frontier orbital gap in eV: 6.76
Electronic energy in eV: -66696.2848